The following is a quantum chemistry calculation of a single C26H29N5O4S molecule, from the Open Molecules 2025 dataset.

Each line ends with the natural charge from an NBO analysis.
Cartesian coordinates (Å):
C1 -5.84011 -4.27085 -0.50557  -0.63
C2 -6.44821 -3.49921 0.65393  -0.05
O1 -5.52682 -2.51012 1.06625  -0.58
C3 -5.96958 -1.71769 2.14663  -0.05
C4 -4.87605 -0.70907 2.48237  -0.43
C5 -3.57669 -1.40476 2.93412  -0.23
N1 -2.42089 -0.90944 2.23334  -0.38
C6 -2.10431 -1.14964 0.92160  0.51
N2 -2.82037 -1.93001 0.11454  -0.79
C7 -0.90871 -0.49932 0.58342  -0.38
C8 -0.33490 -0.54367 -0.73495  0.68
O2 -0.88273 -1.10173 -1.68999  -0.67
N3 0.87023 0.08269 -0.86743  -0.62
C9 1.52034 0.14135 -2.06933  0.07
S1 0.73632 -0.46942 -3.48061  0.49
C10 2.08430 0.02841 -4.46925  -0.22
C11 3.07147 0.60991 -3.74630  -0.01
C12 2.76363 0.68145 -2.34593  -0.28
C13 3.69501 1.21047 -1.36184  0.79
O3 4.72507 1.79644 -1.60569  -0.61
O4 3.31265 0.94947 -0.08318  -0.53
C14 4.21120 1.38166 0.92254  -0.26
C15 4.32912 1.11452 -4.37941  -0.42
C16 4.49181 0.54904 -5.78917  -0.39
C17 3.18949 0.68191 -6.57389  -0.39
C18 2.11027 -0.19778 -5.94215  -0.43
C19 -0.48501 0.20159 1.74353  0.25
N4 0.53602 0.99524 1.97084  -0.48
C20 0.59094 1.51984 3.22059  0.18
C21 1.63129 2.41393 3.53818  -0.23
C22 1.72776 2.94990 4.79291  -0.21
C23 0.79207 2.62134 5.78469  -0.22
C24 -0.24148 1.76849 5.50698  -0.19
C25 -0.37213 1.20546 4.22623  0.07
N5 -1.42811 0.38169 3.97841  -0.41
C26 -1.46680 -0.08082 2.76545  0.35
H1 -6.53242 -5.03777 -0.83963  0.22
H2 -5.63034 -3.59796 -1.33263  0.21
H3 -4.91113 -4.74246 -0.19612  0.21
H4 -7.39059 -3.02102 0.34808  0.17
H5 -6.66692 -4.17366 1.49584  0.17
H6 -6.89713 -1.19403 1.87193  0.18
H7 -6.18437 -2.35692 3.01683  0.17
H8 -4.67236 -0.11483 1.58976  0.22
H9 -5.24101 -0.03554 3.25643  0.23
H10 -3.38872 -1.23116 3.99466  0.25
H11 -3.65515 -2.48118 2.75518  0.21
H12 -3.75652 -2.22718 0.35500  0.43
H13 -2.48692 -1.94621 -0.84457  0.45
H14 1.29840 0.51521 -0.05223  0.47
H15 3.81739 1.00005 1.86124  0.20
H16 4.26903 2.47269 0.93936  0.19
H17 5.21153 0.98508 0.73437  0.20
H18 5.18592 0.85320 -3.75737  0.24
H19 4.28923 2.20714 -4.41394  0.21
H20 5.29734 1.07608 -6.30337  0.21
H21 4.76468 -0.50675 -5.72873  0.19
H22 3.34041 0.39084 -7.61513  0.21
H23 2.86487 1.72408 -6.55618  0.20
H24 1.13072 0.02209 -6.37291  0.21
H25 2.32573 -1.25209 -6.14695  0.21
H26 2.33541 2.66590 2.76138  0.22
H27 2.52901 3.63529 5.02747  0.21
H28 0.88939 3.05295 6.76990  0.21
H29 -0.98015 1.50994 6.25010  0.22

Calculated values
- lowest unoccupied orbital energy (Ha) = 0.00231
- frontier orbital gap (eV) = 7.4
- structure (SMILES) = CCOCCCn1c(N)c(C(=O)Nc2sc3c(c2C(=O)OC)CCCC3)c2nc3ccccc3nc21
- energy relative to the best compared isomer or geometry (same formula, charge and spin) (eV) = 0.0000
- multiplicity = 1
- DFT total energy (eV) = -53911.134